Entry 1:
{"formula": "C40H54N6O8", "method": "the ωB97M-V functional and the def2-TZVPD basis", "relative_energy_kj_mol": 0.00, "energy_ha": -2487.0592, "lumo_energy_ev": 0.26, "smiles": "c1cc[nH]c1.c1cc[nH]c1.c1cc[nH]c1.c1cc[nH]c1.c1cc[nH]c1.c1cc[nH]c1.O=C1CCCO1.O=C1CCCO1.O=C1CCCO1.O=C1CCCO1", "species": ["C", "C", "C", "N", "C", "H", "H", "H", "H", "H", "C", "C", "C", "N", "C", "H", "H", "H", "H", "H", "C", "C", "C", "N", "C", "H", "H", "H", "H", "H", "C", "C", "C", "N", "C", "H", "H", "H", "H", "H", "C", "C", "C", "N", "C", "H", "H", "H", "H", "H", "C", "C", "C", "N", "C", "H", "H", "H", "H", "H", "O", "C", "C", "C", "C", "O", "H", "H", "H", "H", "H", "H", "O", "C", "C", "C", "C", "O", "H", "H", "H", "H", "H", "H", "O", "C", "C", "C", "C", "O", "H", "H", "H", "H", "H", "H", "O", "C", "C", "C", "C", "O", "H", "H", "H", "H", "H", "H"], "xyz": [[-4.729825, -1.404329, 2.088157], [-5.363834, -1.710927, 0.850274], [-6.486900, -0.933933, 0.757799], [-6.501587, -0.097809, 1.855540], [-5.419857, -0.359289, 2.655964], [-3.824291, -1.872358, 2.436853], [-5.069989, -2.513739, 0.194121], [-7.273297, -0.879571, 0.028072], [-7.222666, 0.573967, 2.019486], [-5.295147, 0.124941, 3.609069], [-3.776018, -0.023009, -3.349768], [-4.009447, 0.456928, -4.670730], [-3.331045, -0.350638, -5.534788], [-2.647285, -1.264850, -4.776405], [-2.954014, -1.109002, -3.455637], [-4.225392, 0.379096, -2.459442], [-4.707121, 1.257980, -4.859904], [-3.278455, -0.341999, -6.608793], [-2.103318, -1.997718, -5.185779], [-2.515413, -1.776712, -2.731847], [4.314745, -0.932866, 2.536954], [5.541712, -1.497887, 3.006937], [5.716391, -2.710786, 2.407518], [4.705258, -2.861489, 1.499246], [3.871914, -1.786760, 1.563366], [4.045038, 0.074892, 2.791671], [6.210971, -1.099303, 3.751649], [6.497662, -3.449626, 2.439819], [4.594296, -3.631861, 0.872739], [3.048203, -1.723206, 0.872646], [2.989198, -2.876143, -1.929800], [2.363156, -3.568145, -3.014318], [1.524398, -2.675191, -3.627922], [1.654737, -1.458373, -3.022380], [2.479007, -1.597188, -1.937620], [3.723686, -3.277670, -1.256441], [2.450934, -4.629432, -3.177628], [0.766407, -2.881986, -4.364416], [1.155124, -0.603723, -3.293252], [2.695236, -0.765626, -1.285120], [2.876063, 3.979460, -0.467893], [3.392742, 2.834307, 0.215490], [3.831260, 1.950543, -0.731878], [3.599330, 2.502633, -1.957521], [3.031354, 3.743914, -1.803642], [2.459812, 4.880370, -0.050344], [3.430846, 2.734915, 1.287586], [4.344941, 1.016383, -0.574325], [3.906401, 2.139062, -2.837271], [2.781451, 4.352071, -2.657017], [-2.407069, -4.163609, -1.189352], [-2.195505, -3.469661, 0.035591], [-0.928368, -2.987984, -0.009949], [-0.332132, -3.398099, -1.168829], [-1.222629, -4.163083, -1.861225], [-3.341355, -4.601656, -1.494635], [-2.849477, -3.285817, 0.867075], [-0.370374, -2.446434, 0.739503], [0.574207, -3.104905, -1.496203], [-0.942408, -4.563722, -2.822199], [1.279303, 0.081541, 2.307663], [0.340423, 0.327441, 1.608873], [0.381550, 0.666615, 0.124256], [-1.023405, 1.166903, -0.161067], [-1.852044, 0.632551, 1.013734], [-0.919195, 0.310761, 2.061109], [1.228617, 1.348378, 0.080953], [0.597091, -0.236994, -0.443515], [-1.112031, 2.249871, -0.252353], [-1.401775, 0.736267, -1.079278], [-2.598590, 1.295502, 1.441942], [-2.346825, -0.296169, 0.713965], [-2.684710, 5.044172, 3.242554], [-1.503808, 4.979133, 3.143962], [-0.536580, 6.130274, 3.040570], [0.860838, 5.480131, 2.947942], [0.565583, 3.964531, 2.918208], [-0.850905, 3.795686, 3.103683], [-0.739261, 6.691002, 2.125310], [-0.656927, 6.834438, 3.857142], [1.478803, 5.809613, 2.121766], [1.378020, 5.679579, 3.887327], [0.886466, 3.489939, 1.991373], [1.039338, 3.463771, 3.759037], [0.822811, -5.223164, 6.703116], [1.373825, -4.438417, 6.022879], [0.928283, -3.049602, 5.674593], [1.784260, -2.671075, 4.454590], [3.091761, -3.512841, 4.777146], [2.535222, -4.685983, 5.411142], [-0.136782, -3.087979, 5.459698], [1.081823, -2.393156, 6.532466], [1.283347, -2.963816, 3.534573], [2.004011, -1.608662, 4.411887], [3.734956, -3.779570, 3.949492], [3.677024, -2.937584, 5.499884], [0.470189, 0.899542, -3.945808], [-0.245542, 1.761640, -4.348383], [-0.979985, 2.811735, -3.544437], [-1.411230, 3.824854, -4.606676], [-1.493538, 2.940333, -5.869067], [-0.541895, 1.884248, -5.645141], [-1.833712, 2.323871, -3.072029], [-0.352781, 3.252834, -2.772184], [-2.403894, 4.234499, -4.422072], [-0.706042, 4.644664, -4.729930], [-2.498129, 2.525484, -5.955055], [-1.246256, 3.449848, -6.794745]], "atomic_forces_ev_per_a": [[0.14, 0.50, -0.48], [-0.26, -0.49, 0.38], [0.26, 0.47, 0.37], [0.16, -0.44, -0.47], [-0.24, -0.55, 0.11], [-0.02, 0.12, 0.24], [-0.05, 0.12, -0.17], [0.01, -0.03, -0.13], [-0.03, 0.19, 0.20], [0.06, 0.13, -0.07], [-0.10, 0.03, -0.15], [-0.58, 0.21, 0.61], [0.22, 0.20, 0.07], [-0.39, -0.02, -0.59], [0.59, -0.07, 0.13], [0.06, -0.07, 0.18], [0.15, 0.01, -0.42], [0.09, -0.05, -0.04], [0.15, -0.20, 0.18], [-0.11, 0.03, 0.17], [1.52, 0.02, -0.25], [-0.08, -0.25, 0.67], [0.23, -0.12, -0.64], [-0.01, 0.12, 0.22], [-0.73, 0.21, -0.29], [-0.70, -0.08, -0.11], [-0.08, 0.13, 0.04], [0.09, 0.05, 0.26], [-0.05, -0.18, -0.05], [-0.18, 0.07, 0.18], [-0.53, 0.08, -0.43], [0.16, 0.01, 0.77], [0.05, -0.24, -0.26], [-0.55, -0.09, 0.41], [0.63, 0.25, -0.22], [0.00, 0.02, 0.13], [-0.03, 0.04, -0.32], [0.17, 0.29, -0.27], [0.27, -0.48, 0.18], [0.05, 0.06, -0.14], [0.11, -0.29, 0.01], [-0.28, 0.64, 0.11], [0.20, 0.04, 0.45], [-0.06, 0.39, 0.00], [-0.04, -0.22, -0.25], [-0.01, -0.02, 0.12], [0.09, -0.27, 0.00], [-0.07, -0.07, -0.24], [0.00, -0.23, -0.11], [0.03, -0.03, -0.02], [-0.58, -0.35, 0.63], [-0.19, 0.28, -0.21], [0.97, 0.32, 0.32], [-0.20, -0.02, 0.44], [0.23, 0.46, -0.91], [0.08, -0.25, -0.11], [-0.32, -0.17, -0.07], [-0.01, 0.07, -0.07], [0.12, -0.26, 0.09], [-0.11, -0.06, 0.01], [0.36, -0.01, 0.35], [-0.21, -0.45, -0.50], [-0.02, 0.07, 0.99], [-0.28, 0.35, -0.19], [-0.06, -0.58, -0.12], [-0.08, 0.15, 0.14], [-0.15, 0.23, -0.70], [0.15, -0.05, 0.07], [0.22, 0.04, 0.14], [-0.12, 0.00, -0.29], [0.09, 0.19, -0.13], [-0.03, 0.06, 0.16], [-0.83, 0.01, 0.09], [0.49, -0.02, 0.00], [0.86, 0.06, -0.95], [-0.50, -0.19, 1.15], [0.06, 0.16, 0.24], [0.17, 0.09, -0.33], [-0.30, -0.08, 0.06], [-0.05, -0.12, 0.18], [-0.07, 0.09, -0.12], [0.28, 0.14, -0.23], [-0.21, -0.07, -0.06], [0.11, -0.16, -0.12], [-0.86, -1.49, 1.16], [0.50, 1.46, -0.85], [-0.27, 0.35, -0.65], [0.99, -0.28, 0.83], [-1.98, 1.02, 0.11], [1.49, -0.59, -0.34], [-0.07, 0.14, 0.09], [0.06, 0.01, -0.01], [0.21, -0.14, -0.10], [-0.01, 0.03, -0.18], [-0.19, -0.24, -0.17], [0.09, -0.22, 0.06], [0.68, -0.63, 0.33], [-0.88, 0.66, 0.00], [0.12, 0.52, -0.23], [-0.59, -0.37, -0.41], [-0.04, 0.43, 0.54], [-0.04, -0.04, -0.45], [-0.02, -0.06, 0.00], [0.08, -0.24, 0.05], [0.13, 0.17, 0.16], [0.10, -0.07, 0.06], [0.13, -0.29, -0.03], [0.19, -0.02, -0.02]]}



Entry 2:
{"formula": "C40H55AuN5O8PS2", "method": "the ωB97M-V functional and the def2-TZVPD basis", "relative_energy_kj_mol": 90.22, "energy_ha": -3706.1719, "lumo_energy_ev": -1.90, "species": ["Au", "C", "C", "C", "O", "C", "C", "O", "C", "O", "C", "C", "C", "C", "C", "C", "C", "C", "C", "C", "C", "C", "C", "O", "C", "C", "C", "C", "C", "C", "C", "C", "C", "C", "C", "C", "H", "H", "H", "H", "H", "H", "H", "H", "H", "H", "H", "H", "H", "H", "H", "H", "H", "H", "H", "H", "H", "H", "H", "H", "H", "H", "H", "H", "C", "N", "C", "N", "S", "H", "H", "H", "H", "H", "H", "C", "S", "O", "O", "O", "H", "H", "H", "C", "N", "C", "P", "O", "N", "C", "C", "N", "C", "C", "H", "H", "H", "H", "H", "H", "H", "H", "H", "H", "H", "H", "H", "H", "H", "H", "H", "H"], "xyz": [[0.264607, -0.000536, 0.044430], [-6.129534, 1.983359, -0.785012], [-4.679305, 2.508127, -0.803978], [-4.665433, 4.012999, -1.047470], [-3.930226, 1.854462, -1.811804], [-3.350039, 0.700566, -1.249771], [-3.559940, 0.872117, 0.278955], [-4.012473, 2.204918, 0.401459], [-2.458264, 0.561641, 1.353767], [-1.231276, 1.087217, 1.139887], [-2.338241, -0.958617, 1.558755], [-2.860907, -1.867209, 0.707264], [-2.757478, -3.303584, 0.773110], [-2.301957, -4.063915, 1.786434], [-1.644454, -3.589836, 3.001744], [-1.478190, -1.351780, 2.714433], [-3.018528, 1.183762, 2.654045], [-4.300589, 0.902410, 3.109200], [-4.771284, 1.464486, 4.284136], [-3.962916, 2.311137, 5.025229], [-2.691390, 2.611776, 4.565815], [-2.220882, 2.055959, 3.386505], [-1.917445, 0.443299, -1.831462], [-1.334549, -0.578621, -1.130627], [-2.197871, -0.011943, -3.269460], [-1.983673, -1.334708, -3.623817], [-2.261773, -1.760476, -4.911131], [-2.758708, -0.868519, -5.844672], [-2.967075, 0.454920, -5.490536], [-2.681869, 0.887494, -4.208460], [-1.027041, 1.675427, -1.894233], [0.049931, 1.616061, -2.776327], [0.906967, 2.693743, -2.916964], [0.712657, 3.841085, -2.161695], [-0.335379, 3.890788, -1.262242], [-1.203382, 2.818897, -1.126629], [-6.634911, 2.271763, -1.701919], [-6.655542, 2.404840, 0.067659], [-6.140863, 0.898395, -0.714251], [-5.129092, 4.223223, -2.006495], [-3.641631, 4.372778, -1.058291], [-5.216959, 4.509242, -0.255159], [-3.934305, -0.180405, -1.573332], [-4.393745, 0.201503, 0.552717], [-3.426934, -1.521873, -0.139035], [-3.142340, -3.824463, -0.093888], [-2.301252, -5.139891, 1.660569], [-1.545480, -4.387090, 3.741028], [-1.219128, -0.444293, 3.256786], [-4.955561, 0.255457, 2.543294], [-5.773659, 1.234707, 4.620892], [-4.326515, 2.729762, 5.953760], [-2.057738, 3.282960, 5.128575], [-1.230453, 2.289492, 3.021471], [-1.584847, -2.006565, -2.878873], [-2.089660, -2.791662, -5.185192], [-2.982275, -1.199566, -6.848919], [-3.353003, 1.156451, -6.215854], [-2.843340, 1.915744, -3.924991], [0.207501, 0.719029, -3.358502], [1.700790, 2.649022, -3.651706], [1.376652, 4.686040, -2.272939], [-0.484848, 4.774399, -0.660470], [-2.000015, 2.875746, -0.406806], [4.286028, 2.384716, -1.222052], [3.314507, 1.346727, -1.477033], [3.345450, 0.090504, -1.064120], [4.449782, -0.441282, -0.508459], [2.069721, -0.969130, -1.435788], [4.310510, 3.046049, -2.088411], [5.279185, 1.961346, -1.083313], [3.981116, 2.969895, -0.348869], [2.409852, 1.684536, -1.796698], [5.148684, 0.135236, -0.072328], [4.369014, -1.397687, -0.207240], [3.748760, 1.827111, 2.563571], [2.118872, 2.131169, 1.807994], [2.313656, 3.248649, 0.914772], [1.186178, 2.326487, 2.886356], [1.947675, 0.833425, 1.069316], [3.974310, 2.670843, 3.197268], [4.451842, 1.748368, 1.748621], [3.716782, 0.909228, 3.131935], [1.204906, -0.589291, 3.857376], [1.255011, -1.818886, 3.085631], [2.505898, -1.925559, 2.351827], [0.011405, -2.630015, 2.216633], [0.036096, -2.542101, 0.755280], [0.864576, -4.179245, 2.490049], [0.684126, -5.222588, 1.524390], [1.307970, -4.640229, 3.772045], [-2.134470, -2.350497, 3.622502], [-1.555059, -2.252550, 4.964098], [-3.591377, -2.240943, 3.731768], [1.070537, 0.308883, 3.246588], [2.158428, -0.503064, 4.389302], [0.430779, -0.611908, 4.620264], [2.723827, -0.989008, 1.834138], [2.408603, -2.718550, 1.611784], [3.314871, -2.172111, 3.049496], [0.132796, -4.827430, 0.674634], [0.145349, -6.082449, 1.943676], [1.655508, -5.576440, 1.162868], [1.194362, -3.850537, 4.513094], [2.369833, -4.912013, 3.723383], [0.749744, -5.528124, 4.102472], [-0.478933, -2.405807, 4.895911], [-1.989331, -3.017648, 5.611005], [-1.759713, -1.270854, 5.390660], [-4.046185, -2.414557, 2.759802], [-3.853018, -1.235561, 4.063859], [-3.960173, -2.977382, 4.448043]], "atomic_forces_ev_per_a": [[-1.39, 0.87, -0.51], [0.56, 0.02, 0.05], [-0.66, 0.36, -0.08], [0.23, -0.55, 0.13], [-0.05, 0.32, -0.12], [0.28, -0.61, 0.31], [-0.07, -0.60, 0.19], [0.15, 0.43, -0.05], [-1.77, -1.06, -0.03], [2.65, -0.13, -0.99], [-0.68, -0.66, -0.82], [0.27, 1.26, 0.73], [-0.13, -1.17, 0.37], [-0.62, 0.46, -0.69], [0.85, -0.53, 0.06], [1.16, 0.61, -0.39], [0.33, 0.13, 0.02], [-0.08, 0.15, -0.02], [-0.07, -0.10, -0.01], [0.01, 0.04, 0.10], [-0.02, 0.02, 0.13], [0.02, -0.10, -0.11], [-0.92, 1.26, -0.65], [2.04, -0.67, 1.11], [0.30, -0.19, 0.12], [0.01, 0.11, 0.13], [-0.02, -0.12, -0.12], [-0.02, -0.07, -0.14], [-0.04, 0.10, -0.02], [-0.07, -0.05, -0.10], [0.10, 0.16, -0.25], [-0.05, 0.10, -0.01], [-0.03, 0.09, -0.18], [0.07, 0.03, -0.01], [0.00, 0.09, 0.04], [0.02, -0.01, -0.09], [-0.04, 0.02, -0.10], [-0.06, 0.03, 0.07], [-0.06, -0.11, 0.03], [-0.06, 0.05, -0.08], [0.11, 0.07, 0.00], [-0.07, 0.09, 0.06], [0.16, 0.19, 0.12], [0.18, 0.22, -0.11], [-0.11, 0.09, -0.06], [-0.01, -0.08, -0.04], [0.01, 0.01, -0.03], [0.05, 0.15, 0.05], [-0.10, -0.10, 0.22], [-0.03, -0.10, -0.06], [-0.04, 0.00, 0.02], [-0.01, 0.07, 0.02], [0.05, 0.04, 0.03], [0.05, 0.00, 0.03], [0.02, -0.12, 0.02], [0.01, -0.08, -0.03], [0.00, -0.03, -0.07], [-0.02, 0.05, -0.08], [0.01, 0.09, -0.05], [-0.01, 0.00, -0.09], [0.09, 0.01, -0.06], [0.04, 0.08, 0.00], [0.01, 0.06, 0.10], [-0.07, 0.02, 0.03], [0.19, 0.21, 0.18], [-0.11, -0.42, 0.41], [0.97, 0.90, -0.36], [-0.34, 0.29, -0.03], [-1.86, -0.57, 0.49], [0.07, -0.05, 0.02], [0.04, 0.03, -0.08], [0.14, -0.08, -0.13], [0.00, -0.22, -0.01], [0.09, 0.01, -0.11], [-0.02, 0.01, 0.11], [-1.03, 0.03, -0.49], [1.11, 0.89, 1.01], [-0.23, -0.10, -0.16], [-0.11, 0.06, -0.28], [-0.86, -0.63, -0.39], [0.05, 0.24, 0.11], [0.31, 0.01, -0.15], [-0.06, -0.20, 0.14], [-0.15, 0.07, -0.23], [-0.58, -0.01, -0.35], [0.37, -0.26, 0.15], [-0.18, -1.34, 3.49], [0.08, 0.48, -1.95], [0.08, 0.60, -0.57], [0.08, 0.18, -0.06], [-0.04, 0.22, -0.31], [-0.61, 0.04, 0.11], [0.32, 0.03, 0.68], [-0.90, 0.13, 0.11], [-0.10, -0.35, 0.37], [-0.01, 0.03, 0.03], [-0.01, 0.05, 0.00], [0.12, -0.10, 0.10], [0.27, 0.06, 0.05], [0.16, 0.01, -0.08], [0.04, -0.12, -0.10], [-0.09, -0.16, 0.00], [0.07, -0.26, -0.11], [0.09, -0.04, 0.10], [0.07, -0.12, 0.22], [-0.04, -0.05, 0.10], [-0.09, -0.03, 0.00], [0.04, 0.01, -0.16], [-0.05, 0.04, -0.14], [0.06, -0.05, 0.19], [0.10, -0.15, 0.07], [0.12, -0.01, -0.06]]}